No. 1
106
Properties=species:S:1:pos:R:3:mulliken_charge:R:1 method="wB97M-V/def2-TZVPD" homo_lumo_gap_ev="8.50 / 7.72" lumo_energy_ha="0.0002 / -0.0126"
H -4.3359 6.5542 -0.4352 0.39
C -3.4017 6.5639 0.1548 -0.66
C -3.7009 6.9786 1.5405 -0.35
Cl -5.1738 7.5783 1.9903 -0.18
C -2.7018 5.1777 0.0815 0.50
C -2.2232 4.8619 -1.3354 -1.20
C -1.5545 3.4779 -1.5218 0.31
C -0.3573 3.2893 -0.5942 -1.19
C 0.3874 1.9287 -0.7186 0.44
C -0.3464 0.8185 0.0435 -1.09
C 0.2744 -0.5953 0.0083 0.16
C -0.7899 -1.6457 0.3607 -1.30
C -0.3912 -3.1161 0.1530 0.23
C -1.6385 -4.0067 0.0884 -1.13
C -1.3381 -5.4909 -0.2415 0.20
C -0.6280 -5.6993 -1.5677 -0.58
O -0.2192 -7.0978 -1.5697 -0.28
C 0.3202 -7.4087 -2.7641 0.69
O 0.3140 -6.6619 -3.7335 -0.59
O 0.8501 -8.6411 -2.7470 -0.38
C 1.5143 -8.9824 -4.0101 -0.17
C 0.5423 -9.2051 -5.1325 -1.07
Cl -2.8360 -6.4407 -0.2096 -0.21
Cl 0.6563 -3.7276 1.4751 -0.14
Cl 1.6596 -0.7198 1.1231 -0.13
Cl 2.0584 2.1828 -0.1629 -0.16
Cl -1.1074 3.2813 -3.2405 -0.20
Cl -3.8330 3.9289 0.6796 -0.18
H -2.7083 7.3198 -0.2549 0.26
H -2.9826 6.8733 2.3490 0.37
H -1.8402 5.1774 0.7685 -0.03
H -3.0887 4.9389 -2.0081 0.37
H -1.5121 5.6495 -1.6257 0.43
H -2.3160 2.7069 -1.3265 0.25
H 0.3509 4.1034 -0.7930 0.46
H -0.7102 3.3907 0.4417 0.30
H 0.4643 1.6470 -1.7810 0.33
H -0.4854 1.1200 1.0931 0.40
H -1.3526 0.7557 -0.4042 0.24
H 0.6651 -0.7928 -1.0022 0.43
H -1.1105 -1.5066 1.4010 0.36
H -1.6637 -1.4454 -0.2785 0.40
H 0.1800 -3.2062 -0.7827 0.30
H -2.1247 -3.9729 1.0742 0.39
H -2.3361 -3.6101 -0.6647 0.45
H -0.7076 -5.8859 0.5709 0.35
H -1.2798 -5.4883 -2.4287 0.40
H 0.2761 -5.0798 -1.6313 0.25
H 2.1890 -8.1623 -4.2738 0.29
H 2.0789 -9.8857 -3.7719 0.30
H 1.0866 -9.5448 -6.0141 0.36
H -0.2038 -9.9608 -4.8730 0.28
H 0.0477 -8.2625 -5.3747 0.31
C -2.9838 24.1923 4.3164 -1.23
C -2.2744 22.9658 3.8024 -0.14
O -3.1406 22.4284 2.7679 -0.31
C -2.6737 21.2641 2.3076 0.74
O -1.6164 20.7573 2.6643 -0.60
O -3.5449 20.7501 1.4208 -0.35
C -3.1388 19.5275 0.7598 -0.73
C -2.9989 18.3522 1.7517 0.40
C -4.3264 18.0573 2.4483 -1.25
C -4.2324 16.9690 3.5405 0.60
C -3.3227 17.4050 4.6882 -1.17
C -3.1452 16.3538 5.8136 0.17
C -2.2967 15.1499 5.3616 -0.51
C -2.4357 13.8854 6.2262 0.18
C -1.9308 12.6076 5.4997 -1.12
C -2.8393 12.1132 4.3779 0.56
C -2.2895 10.8464 3.6782 -1.27
C -0.9422 11.0349 2.9938 0.05
C -0.4896 9.7084 2.3227 -0.54
C -0.3269 8.5709 3.2433 -0.56
Cl -0.0030 7.0309 2.6833 -0.10
Cl -1.0087 12.3485 1.7743 -0.17
Cl -4.4984 11.7802 4.9430 -0.20
Cl -1.5748 14.0186 7.7800 -0.17
Cl -2.4608 17.1856 7.2371 -0.17
Cl -5.8748 16.5547 4.0980 -0.20
Cl -2.3689 16.9113 0.9086 -0.19
H -2.3703 24.7126 5.0528 0.39
H -3.2162 24.8946 3.5092 0.32
H -3.9256 23.9147 4.8030 0.30
H -1.2958 23.2020 3.3689 0.29
H -2.1511 22.2137 4.5898 0.31
H -3.9384 19.3104 0.0439 0.36
H -2.1883 19.6980 0.2396 0.40
H -2.2185 18.6459 2.4697 0.16
H -4.6911 18.9868 2.9066 0.44
H -5.0461 17.7568 1.6754 0.42
H -3.8364 16.0579 3.0685 0.00
H -2.3290 17.6370 4.2829 0.31
H -3.7244 18.3319 5.1171 0.47
H -4.1439 16.0044 6.1185 0.38
H -2.6235 14.8861 4.3443 -0.08
H -1.2373 15.4415 5.2791 0.36
H -3.4969 13.7400 6.4802 0.37
H -0.9378 12.8227 5.0830 0.32
H -1.8132 11.8044 6.2374 0.44
H -2.9402 12.8997 3.6158 0.03
H -2.1974 10.0306 4.4053 0.45
H -3.0150 10.5190 2.9192 0.41
H -0.1764 11.3548 3.7172 0.38
H -1.2759 9.3819 1.6202 0.26
H 0.4608 9.8712 1.7882 0.38
H -0.2265 8.7106 4.3178 0.42



No. 2
94
Properties=species:S:1:pos:R:3:mulliken_charge:R:1 method="wB97M-V/def2-TZVPD" multiplicity=5 homo_lumo_gap_ev="6.19 / 6.23" lumo_energy_ha="-0.0295 / -0.0342" e_above_lowest_ev=0.7973
Fe -0.1038 0.8529 -0.7280 0.62
N -3.4875 3.6933 -0.1277 -0.46
C -2.3651 2.9766 -0.3810 0.51
S -2.4563 1.2474 -0.1865 -0.54
N -1.3056 3.6063 -0.8018 -1.67
N -0.2085 2.8545 -0.9807 1.23
C 0.5352 3.1628 -1.9948 -0.81
C 1.8179 2.5348 -2.1638 0.92
C 2.7378 3.0058 -3.1059 -1.05
C 4.0137 2.4884 -3.1298 -0.57
C 4.3541 1.5173 -2.1959 -0.86
C 3.3684 1.0659 -1.3358 -0.24
N 2.1193 1.5086 -1.3352 0.69
H -4.1952 3.2275 0.4117 0.23
H -3.3743 4.6858 0.0100 0.26
H 0.2111 3.9597 -2.6570 0.34
H 2.4174 3.7845 -3.7864 0.48
H 4.7432 2.8468 -3.8436 0.42
H 5.3535 1.1103 -2.1447 0.48
H 3.6016 0.2961 -0.6107 0.40
C 0.0734 4.1354 5.0046 -1.42
C -0.8163 2.8986 4.9266 0.27
C -2.2125 3.2095 5.4586 -1.45
Sb -1.0054 2.2172 2.8282 0.49
C -1.9495 0.2978 3.4185 0.16
C -1.4186 -0.8792 2.5989 -0.99
C -3.4715 0.3921 3.3231 -1.45
C 1.0107 1.3400 2.5857 2.12
C 2.0060 2.3636 2.0428 -1.27
C 1.5281 0.7042 3.8691 -1.57
H 0.1975 4.4562 6.0442 0.43
H -0.3780 4.9642 4.4524 0.32
H 1.0680 3.9579 4.5895 0.26
H -0.3720 2.0893 5.5118 0.37
H -2.7418 3.8833 4.7780 0.30
H -2.1535 3.7023 6.4344 0.43
H -2.8107 2.3043 5.5760 0.27
H -1.6759 0.1537 4.4684 0.53
H -1.3313 -0.6353 1.5396 -0.10
H -2.1025 -1.7314 2.6708 0.50
H -0.4396 -1.2060 2.9536 0.14
H -3.7842 0.4968 2.2846 0.24
H -3.8627 1.2403 3.8892 0.34
H -3.9241 -0.5221 3.7203 0.44
H 0.8522 0.5720 1.8158 -1.65
H 2.1603 3.1777 2.7539 0.39
H 1.6660 2.7914 1.0983 0.11
H 2.9777 1.8866 1.8684 0.32
H 1.7899 1.4847 4.5867 0.35
H 2.4310 0.1138 3.6770 0.37
H 0.7906 0.0495 4.3358 0.41
C -4.4437 -3.0318 -2.8301 -1.76
C -3.3457 -2.0075 -2.9495 0.76
C -3.4144 -1.0193 -3.9268 -0.69
C -2.4038 -0.0757 -4.0527 0.62
C -2.5130 1.0342 -5.0631 -1.69
C -1.3079 -0.1566 -3.2088 -0.57
C -1.2141 -1.1182 -2.1856 -0.07
C -2.2632 -2.0415 -2.0812 -0.46
N -0.1482 -1.0148 -1.2814 1.62
C 0.8106 -2.1065 -1.1202 1.16
C 1.5785 -1.8740 0.1878 -0.85
C 2.6875 -2.9134 0.3739 0.49
C 2.0486 -4.3032 0.4433 -1.57
C 1.2946 -4.5699 -0.8619 0.31
C 2.2714 -4.5297 -2.0406 -1.49
C 2.9072 -3.1402 -2.1096 0.47
C 3.6654 -2.8796 -0.8050 -1.35
C 1.8076 -2.0924 -2.3019 -0.95
C 0.1973 -3.5156 -1.0564 -2.07
H -5.3945 -2.6293 -3.1788 0.42
H -4.5617 -3.3539 -1.7953 0.36
H -4.2109 -3.9114 -3.4346 0.31
H -4.2682 -0.9792 -4.5951 0.37
H -3.1615 0.7471 -5.8903 0.42
H -1.5357 1.3084 -5.4630 0.36
H -2.9404 1.9233 -4.5917 0.28
H -0.4758 0.5340 -3.3400 0.20
H -2.2722 -2.7550 -1.2686 0.38
H 0.8683 -1.9367 1.0181 -0.20
H 1.9863 -0.8572 0.1753 -0.49
H 3.2262 -2.7058 1.3044 0.33
H 1.3608 -4.3605 1.2924 0.51
H 2.8221 -5.0632 0.5920 0.58
H 0.8281 -5.5588 -0.8135 0.29
H 1.7396 -4.7485 -2.9711 0.56
H 3.0465 -5.2903 -1.9050 0.55
H 3.6047 -3.0908 -2.9529 0.28
H 4.1858 -1.9191 -0.8551 0.35
H 4.4301 -3.6506 -0.6666 0.61
H 1.2525 -2.2963 -3.2231 0.49
H 2.2306 -1.0906 -2.3865 0.17
H -0.5067 -3.5661 -0.2194 0.30
H -0.3468 -3.7278 -1.9784 0.65



| no. | total energy (a.u.) | F_max (eV/A) |
| --- | --- | --- |
| 1 | -8220.89776 | 1.79 |
| 2 | -3502.69423 | 1.50 |